61
Properties=species:S:1:pos:R:3 method="wB97M-V/def2-TZVPD" orbital_gap_ev=7.7 total_charge=+1 relative_energy_kj_mol=8.42 multiplicity=1 smiles="CCOc1ccc(OC[C@@H](O)C[NH+]2CCN(S(=O)(=O)c3cccc(C(F)(F)F)c3)CC2)cc1" energy_ha=-2038.3840
C -8.33 -0.42 4.76
H -8.62 -1.27 2.78
H -4.64 0.19 1.19
H -5.20 -3.81 3.98
H 5.20 -0.20 -5.04
C -6.15 -2.06 3.22
O 0.62 -0.56 -0.76
H -1.30 0.02 2.86
H 1.81 2.97 1.38
C -4.77 -0.68 1.81
H 2.17 0.88 2.90
H 0.66 3.06 0.03
C 1.15 2.39 0.74
C 4.42 -0.04 -4.31
H 3.68 1.05 1.08
H 0.64 -3.45 2.08
H -1.79 -3.12 1.17
C -5.98 -0.93 2.43
H -9.26 0.15 4.73
S 1.12 0.70 -1.29
H -9.25 -2.26 4.12
C -0.31 -0.45 2.82
C 3.20 1.45 -2.85
C -5.06 -2.93 3.37
O 0.17 1.63 -1.78
H -0.89 -1.83 0.35
H -3.05 -3.39 2.91
C -3.85 -2.68 2.76
O 0.74 -2.51 2.26
O -7.28 -2.43 3.85
C 2.42 0.38 -2.47
C -1.45 -2.08 1.26
H 0.39 -0.28 0.88
C 4.21 1.22 -3.78
H -0.07 2.12 2.53
C 0.08 1.63 1.56
C 1.96 0.18 2.08
H 3.02 2.43 -2.44
H -6.78 -0.23 2.27
C 2.60 -0.89 -2.98
C -3.69 -1.55 1.97
C 2.73 0.57 0.81
F 5.90 2.73 -3.14
H 0.17 -0.34 3.79
H -1.00 -2.39 3.37
N 1.96 1.47 -0.02
H 2.22 -0.83 2.39
C 3.61 -1.10 -3.91
H 3.76 -2.08 -4.33
H 1.96 -1.69 -2.65
H -0.87 1.61 1.02
H -7.51 0.24 4.49
F 4.38 3.48 -4.46
O -2.53 -1.18 1.31
C 5.10 2.39 -4.16
F 5.88 2.12 -5.20
N 0.51 0.23 1.80
H 2.95 -0.32 0.21
C -0.52 -1.93 2.49
C -8.43 -1.61 3.81
H -8.17 -0.77 5.77

---

63
Properties=species:S:1:pos:R:3 method="wB97M-V/def2-TZVPD" orbital_gap_ev=7.2 total_charge=0 multiplicity=1 smiles="CC(C)=N[C@@H]1OS(=O)(=O)O[C@H]1C(F)(F)F.c1cc[nH]c1.c1cc[nH]c1.c1cc[nH]c1.c1cc[nH]c1" energy_ha=-2127.3207
H 1.35 7.22 0.80
F 0.05 2.52 -2.92
H 3.53 4.56 -0.37
C -1.59 -5.34 2.76
C -0.10 -2.58 -2.68
C -2.90 -6.43 1.30
C 1.07 6.26 1.20
S 3.88 -0.11 -3.44
H 0.78 -0.50 -4.06
O 2.80 1.21 -3.25
H 0.04 -2.55 -5.06
H -5.40 -2.61 7.44
H 2.35 0.49 -1.36
H 2.94 3.34 -2.72
C -2.79 -6.08 2.62
H -3.74 -1.33 3.63
H -2.43 -2.54 -2.59
H 0.93 -4.01 -4.15
C -4.71 -1.45 5.65
H -3.49 -6.33 3.41
H 0.52 4.97 -0.49
O 5.08 0.22 -4.37
C -4.93 -2.58 6.46
H -4.99 -0.42 5.88
F 0.91 2.28 -0.70
C 1.75 0.58 -2.38
H -4.38 -4.72 6.05
C 3.49 5.33 -3.59
H -3.66 -6.99 0.77
C 3.57 4.95 -1.37
F -0.71 0.70 -1.49
H 4.22 6.92 -0.91
N 3.95 6.24 -1.62
H -3.46 -3.81 3.90
N -3.90 -3.23 4.60
N 1.11 6.02 2.54
C 0.43 4.13 1.58
C -1.53 -2.84 -1.86
C 0.73 4.72 2.79
C -0.02 -3.33 -4.18
C 1.48 -0.84 -3.17
H -1.65 -3.97 -1.55
H 0.10 3.11 1.44
C 3.27 4.36 -2.58
N 0.94 -1.83 -2.15
H 3.36 5.20 -4.66
O 2.71 -1.25 -3.94
C -4.42 -3.67 5.79
H -1.64 -6.02 -0.36
H 0.70 4.34 3.80
C 0.65 5.10 0.57
H -1.19 -4.91 3.67
C 3.91 6.48 -2.97
C -4.08 -1.87 4.50
O 4.54 -0.73 -2.18
C -1.01 -5.26 1.52
H 1.38 6.69 3.25
H -1.53 -2.13 -0.94
N -1.82 -5.92 0.63
H -0.09 -4.79 1.18
H 4.18 7.45 -3.37
C 0.47 1.51 -1.92
H -1.02 -3.95 -4.36

---

54
Properties=species:S:1:pos:R:3 method="wB97M-V/def2-TZVPD" orbital_gap_ev=8.9 total_charge=0 relative_energy_kj_mol=159.65 multiplicity=1 smiles="Cc1cccc(N2CCN(C(=O)CCCOc3ccccc3)CC2)c1C" energy_ha=-1115.1261
C 1.80 2.70 -3.14
H -2.28 -0.05 2.28
N -1.71 -0.08 0.28
H -3.26 -1.08 1.19
C 1.86 -1.72 3.55
C 2.76 -2.54 4.23
C 0.73 -3.69 2.73
C -1.37 -1.95 1.80
C -1.73 0.58 -2.08
H 4.53 -2.70 5.42
H 0.54 -1.54 0.02
H 0.05 0.85 -0.40
H 2.78 4.43 -2.36
H 0.80 5.88 -2.67
C 0.52 -0.84 0.87
C 0.64 2.17 -3.68
H 0.63 1.13 -3.96
H -1.27 4.94 -3.62
H 1.51 -5.57 3.39
C -0.40 4.32 -3.48
H 2.77 0.18 3.10
C 2.63 -3.92 4.17
H 1.01 0.23 3.35
H -0.35 1.08 1.32
H -1.75 -2.44 2.70
N -0.03 -1.46 2.06
H -3.54 1.23 -3.01
H 2.66 2.06 -3.02
C 1.61 -4.49 3.43
C -2.40 -0.09 -0.89
C -2.01 1.23 -4.53
H 1.54 -0.51 1.06
H -1.42 1.59 -1.80
H -0.04 -4.15 2.14
C 0.76 4.84 -2.95
C -0.48 2.97 -3.84
H 3.45 -1.40 5.92
O -3.51 -0.59 -0.97
H -0.83 0.00 -2.33
C 1.87 4.03 -2.77
H 3.33 -4.54 4.70
C 0.86 -2.31 2.76
H -2.74 1.22 -5.35
H -1.15 0.63 -4.84
C -2.67 0.63 -3.28
H -3.02 -0.38 -3.51
C -2.25 -0.75 1.44
H -1.40 -2.67 0.96
O -1.68 2.59 -4.37
C 1.94 -0.23 3.68
C -0.35 0.37 0.49
C 3.86 -1.93 5.06
H 4.43 -1.22 4.47
H 2.11 0.05 4.72

---

57
Properties=species:S:1:pos:R:3 method="wB97M-V/def2-TZVPD" orbital_gap_ev=8.8 total_charge=0 relative_energy_kj_mol=70.60 multiplicity=1 smiles="CCCCc1nc(NCCNC(=O)c2ccco2)c(C#N)c2c1CSC(C)(C)C2" energy_ha=-1622.8596
H 3.25 0.64 -1.43
O -5.09 1.93 -0.22
H -5.57 3.30 2.70
H 0.10 -2.45 4.00
H -2.97 3.14 1.94
H -0.25 0.00 3.54
C 1.87 -0.65 5.17
H 0.93 -0.68 5.70
C 1.72 -0.14 0.78
C -0.67 -0.75 -0.40
H 2.31 0.34 5.28
C -2.69 1.85 -0.70
C 1.08 -2.39 3.53
O -1.53 2.05 -0.37
C -3.82 2.22 0.16
C 3.01 0.19 1.46
C 3.62 -0.57 -3.88
C 0.73 0.05 3.05
H 2.55 -1.38 5.62
H 2.52 -0.10 -5.69
H 4.09 0.41 -3.81
H 4.12 -0.81 -5.98
C -1.84 -0.52 1.72
H 3.87 0.08 0.82
H 4.35 -1.31 -3.56
H -1.11 1.09 -2.49
N 0.43 -0.69 -1.14
C 1.66 -0.98 3.70
H -6.95 2.19 0.63
H 0.98 -2.64 2.48
C -3.83 2.81 1.39
H 2.78 -1.83 -5.43
H 1.93 -1.60 -3.03
H -2.90 -1.38 -2.75
C -5.18 2.89 1.78
N -3.04 1.28 -1.88
C -5.90 2.34 0.77
N -2.86 -0.53 2.25
H 1.67 0.12 -3.28
C 2.40 -0.62 -2.96
H 1.74 -3.12 4.00
H -4.02 1.09 -2.04
S 3.32 -0.95 2.86
C -2.07 0.64 -2.73
H -1.13 -1.29 -2.94
C -1.99 -0.87 -2.43
C 3.24 -0.84 -5.33
H 2.99 1.21 1.87
H -2.66 -0.99 -0.45
C 1.60 -0.40 -0.58
N -1.83 -1.11 -1.01
H -2.32 0.81 -3.78
H 3.51 -1.09 -1.18
C -0.64 -0.50 1.00
C 2.78 -0.35 -1.51
H 1.13 1.05 3.22
C 0.58 -0.19 1.58

---

| no. | lowest unoccupied orbital energy (hartree) |
| --- | --- |
| 1 | -0.093 |
| 2 | -0.025 |
| 3 | 0.024 |
| 4 | 0.026 |